1.
ORCA calculation (ωB97M-V/def2-TZVPD) on a gas-phase ion, C35H50N11O8 (charge +1).

The geometry in XYZ format:
```
104
Properties=species:S:1:pos:R:3:forces:R:3:mulliken_charge:R:1
C 0.12869 -0.11420 -3.73971 0.3 -0.7 -0.1 -1.074
C 0.73984 -1.14114 -3.81227 0.1 0.1 0.0 -0.009
C 1.56561 -2.33352 -3.88303 -0.1 -0.3 -0.2 -0.531
H 0.94477 -3.23169 -3.76019 0.1 0.1 -0.1 0.291
H 2.06080 -2.37599 -4.86277 0.0 -0.1 0.2 0.439
O 2.54944 -2.27900 -2.84331 -0.2 0.2 0.1 -0.006
C 3.75410 -2.96491 -3.10810 0.6 -0.1 0.1 -0.817
C 4.74841 -2.60599 -1.99452 -0.3 -0.2 -0.2 -0.771
O 4.90229 -1.22362 -1.80935 0.0 0.1 0.1 -0.199
C 5.62269 -0.55909 -2.83549 0.2 0.4 0.1 -0.300
H 5.00119 -0.41652 -3.72891 0.1 0.0 0.0 0.220
H 6.50201 -1.15758 -3.10796 0.0 0.0 0.0 0.530
C 6.09004 0.81631 -2.33848 0.1 -0.4 -0.2 -0.808
H 6.36240 0.73470 -1.28001 0.0 0.0 -0.1 0.325
H 6.97695 1.09894 -2.91348 0.0 -0.1 0.1 0.397
O 5.16083 1.84936 -2.54988 -0.3 -0.1 -0.1 -0.432
C 4.30556 2.21539 -1.48920 -0.4 0.2 0.0 -0.440
H 4.37415 3.30528 -1.39570 0.0 -0.1 0.1 0.388
H 4.62268 1.75833 -0.54605 0.0 0.0 0.0 0.311
C 2.83520 1.85608 -1.76356 0.5 0.3 0.1 -0.979
N 2.54151 0.46583 -1.52460 0.0 -0.3 -0.1 0.572
C 2.11653 0.01904 -0.35510 -0.2 -0.1 0.1 0.067
N 1.90841 0.82665 0.65209 0.1 0.3 0.0 -0.318
C 1.31810 0.30867 1.74385 0.5 -0.5 -0.4 0.055
N 1.04420 1.12011 2.74900 0.1 0.0 -0.1 -0.003
C 0.19069 0.75317 3.85534 -0.5 0.0 0.3 -0.901
H -0.04306 -0.30776 3.79939 0.0 0.1 0.1 0.183
H 0.71301 0.97523 4.79120 0.0 -0.1 0.0 0.366
C -1.09521 1.59075 3.77097 0.0 -0.4 0.1 0.567
O -0.80880 2.96905 3.75706 0.0 0.3 0.2 -0.545
C -0.00174 3.30513 2.64664 0.4 0.0 -0.2 0.326
H 0.18035 4.37846 2.71357 0.0 0.0 -0.1 0.605
C 1.32354 2.53772 2.68915 -0.2 0.6 -0.1 -0.978
H 1.91596 2.74440 1.80107 0.0 0.1 0.1 0.430
H 1.88008 2.81136 3.59154 0.0 0.0 -0.1 0.285
H -0.52171 3.06439 1.71002 0.1 0.1 0.1 -0.351
H -1.72261 1.41573 4.64572 0.0 -0.1 -0.1 0.572
H -1.63575 1.31356 2.85578 0.0 0.0 0.2 -0.424
N 1.06395 -1.01182 1.90117 -0.2 -0.1 0.2 -0.090
C 1.39456 -1.82121 0.92701 0.4 0.5 0.2 0.016
N 1.87959 -1.33618 -0.25290 0.0 0.0 0.0 1.465
N 1.32831 -3.15095 1.14392 0.2 0.0 -0.1 -0.110
H -2.74514 1.53520 -3.81570 0.0 0.1 -0.1 0.270
C 0.57110 -3.62321 2.28756 0.0 0.0 0.4 -0.879
H 1.05748 -4.52528 2.66286 0.0 0.1 0.0 0.294
H 0.59560 -2.85259 3.05433 0.0 -0.2 0.0 0.454
C -0.88992 -3.92236 1.83839 0.0 0.1 0.2 -0.337
N -0.96615 -3.74131 0.40403 -0.1 -0.4 -0.2 0.223
C -1.22984 -2.55953 -0.21668 -0.3 0.0 0.2 -0.642
O -0.89771 -2.34827 -1.36626 0.1 0.1 -0.2 -0.497
C -2.02797 -1.52822 0.58221 0.0 -0.4 0.1 -0.720
N -1.87848 -0.23919 -0.03095 -0.2 0.4 -0.5 2.129
C -2.31951 0.23513 -1.21476 0.2 0.5 0.0 -0.292
C -1.85765 1.53606 -1.25290 -0.1 -0.5 -0.3 -1.159
N -1.17152 1.75865 -0.11381 0.2 0.3 -0.2 -0.773
N -1.19169 0.69895 0.60572 0.3 -0.4 0.7 0.793
C -2.10942 2.64381 -2.22256 -0.3 0.0 0.2 -0.430
N -1.97978 2.16436 -3.58952 0.0 0.1 -0.3 -0.451
H -2.02470 2.94171 -4.23992 -0.1 -0.1 0.0 0.307
H 2.00709 -1.88787 -1.09947 -0.1 -0.1 0.1 -0.345
H -1.33191 3.39626 -2.05419 -0.1 -0.1 0.0 0.427
C -3.49686 3.27382 -1.90332 0.3 0.0 0.1 -1.537
C -3.68443 3.39829 -0.41851 -0.3 0.2 -0.1 0.182
C -2.93130 4.30531 0.31574 -0.2 -0.1 0.0 -0.299
C -2.99213 4.32681 1.69531 0.0 0.0 0.1 -0.454
C -3.80873 3.43007 2.37441 0.1 0.0 -0.3 0.266
C -4.61483 2.56041 1.64673 0.1 0.1 0.3 -0.423
C -4.54187 2.54574 0.26655 0.1 0.2 0.0 -0.302
H -5.16354 1.85613 -0.28943 -0.1 -0.1 -0.1 0.293
H -5.28375 1.90685 2.18525 -0.1 -0.1 0.1 0.597
O -3.84740 3.36452 3.72928 -0.1 0.0 0.2 -0.633
H -3.15877 3.93257 4.09877 0.0 -0.1 -0.1 0.429
H -2.39462 5.03155 2.25581 0.1 0.1 0.1 0.496
H -2.27928 4.99675 -0.19640 0.1 0.1 -0.1 0.406
H -4.27627 2.63009 -2.32044 0.0 0.0 0.0 0.335
H -3.56067 4.25059 -2.38738 -0.1 0.0 -0.1 0.385
H -2.86876 -0.36038 -1.91025 -0.1 -0.2 -0.2 0.499
H -1.59663 -1.40612 1.58007 -0.1 -0.1 -0.2 0.447
C -3.50106 -1.94782 0.68731 0.1 0.2 0.3 -0.978
H -3.94515 -1.95831 -0.30918 0.0 -0.1 0.0 0.505
C -4.29023 -1.00143 1.58723 0.1 -0.1 0.0 0.393
C -3.82558 -1.01948 3.02423 0.1 -0.1 -0.2 0.583
O -2.85016 -1.59945 3.43638 0.1 -0.1 0.1 -0.576
O -4.62598 -0.29896 3.79351 -0.5 0.4 0.2 -0.440
H -4.32843 -0.27378 4.71679 0.2 -0.2 -0.2 0.425
H -5.35111 -1.25552 1.57410 0.0 0.1 0.0 0.669
H -4.20154 0.03145 1.23915 -0.1 0.0 0.0 -0.950
H -3.54923 -2.96124 1.08759 0.0 0.0 -0.1 0.398
C -0.02340 -4.60607 -0.27836 -0.1 -0.1 -0.3 -1.228
C 1.41549 -4.15659 0.10715 0.1 -0.1 -0.2 0.150
H 1.94723 -3.77490 -0.76090 0.0 0.0 0.0 -0.773
H 1.98308 -4.99983 0.51073 0.0 0.1 -0.1 0.642
H -0.18995 -4.51151 -1.35110 0.1 -0.1 0.1 0.581
H -0.21294 -5.63576 0.02644 0.0 0.0 0.0 0.231
H -1.59415 -3.28244 2.36366 0.0 0.0 0.0 -0.067
H -1.14976 -4.96133 2.05571 0.0 0.1 0.0 0.623
H 2.78878 -0.21677 -2.22918 -0.1 0.0 0.1 -0.246
H 2.19450 2.44225 -1.10323 0.0 0.0 -0.1 0.379
H 2.60504 2.08285 -2.80552 -0.1 0.0 0.1 0.503
H 5.71144 -3.08413 -2.22182 -0.1 0.0 0.1 0.516
H 4.38446 -2.98243 -1.03449 0.0 -0.1 -0.1 0.314
H 4.15240 -2.66142 -4.08529 -0.1 0.0 0.1 0.533
H 3.59623 -4.05268 -3.12315 0.0 0.1 0.0 0.372
H -0.46756 0.75752 -3.69826 -0.3 0.6 0.0 1.056
```
Positions in Å, forces in eV/Å.

Computed properties:
2S+1: 1
E_LUMO (eV): -1.57
Maximum force (eV Å⁻¹): 0.85
Frontier orbital gap (Eh): 0.3158
Charge: +1
Relative energy (zero: lowest compared OMol25 entry of this formula, charge and spin) (kJ/mol): 43.6
Energy (eV): -69872.083

=====

2.
ORCA calculation (ωB97M-V/def2-TZVPD) on a molecular structure, C19H18NOSY at a distorted geometry.

The geometry in XYZ format:
```
41
Properties=species:S:1:pos:R:3:forces:R:3:mulliken_charge:R:1
C -1.55716 1.17893 -1.24047 -1.1 -0.2 -5.1 -0.377
C -0.27725 1.65536 -1.61718 1.3 0.7 -3.3 -0.727
C 0.40464 0.59869 -2.25447 -0.2 -0.2 -1.6 -0.386
H 0.10763 2.64675 -1.44754 -0.1 0.1 0.1 0.487
C -0.44741 -0.52396 -2.26394 0.2 -0.5 -1.6 -0.511
C -1.66203 -0.17482 -1.63924 -0.9 -1.2 -1.4 -1.053
H -2.51543 -0.81623 -1.49608 -0.1 0.0 0.0 0.447
H -2.32081 1.75111 -0.74290 -3.6 1.3 -2.2 0.468
H 1.40773 0.63113 -2.63913 0.2 0.0 -0.2 0.514
H -0.18656 -1.50263 -2.63468 -0.1 0.0 -0.2 0.498
C 0.92978 0.54403 2.12073 0.9 -1.3 0.9 -0.879
C -0.18130 1.37870 1.91703 2.9 2.2 3.6 -0.068
C -1.33315 0.56116 1.82364 -3.4 -2.1 4.7 0.024
H -0.15838 2.45119 1.81739 0.4 0.3 1.6 0.612
C -0.93288 -0.78665 1.97202 0.4 -1.7 1.1 -0.923
C 0.47147 -0.79018 2.14885 0.3 -0.7 1.9 -0.651
H 1.09837 -1.66118 2.24392 -0.1 -0.1 0.3 0.516
H 1.95667 0.85664 2.18880 0.1 0.1 0.1 0.463
H -2.34166 0.90505 1.67261 -1.6 -0.5 2.8 0.348
H -1.58230 -1.64622 1.97132 -0.1 0.1 0.1 0.445
Y 0.00000 0.00000 0.00000 7.8 -8.7 -2.5 1.413
O 2.63036 -2.85638 -0.97833 0.0 -0.1 0.0 -0.375
C 3.65180 -2.43482 -1.87648 0.1 0.1 0.0 -0.376
C 3.09139 -3.78697 -1.96353 -0.2 0.2 -0.1 -0.078
H 3.35817 -1.67937 -2.59904 0.0 0.0 0.0 0.243
H 4.63545 -2.30657 -1.43595 0.0 0.0 0.0 0.272
H 2.37547 -3.97289 -2.76002 0.0 0.0 0.0 0.406
H 3.59758 -6.02056 -3.35977 0.0 0.0 0.0 0.343
C 4.02381 -6.05355 -2.36442 0.0 0.1 0.0 -0.508
C 3.83549 -4.97961 -1.49848 0.2 -0.3 0.1 0.405
C 4.37234 -5.04207 -0.21557 -0.1 0.0 -0.1 -0.379
H 4.19961 -4.22116 0.46686 0.0 0.0 0.0 0.377
C 5.09270 -6.15504 0.18797 0.0 0.0 0.0 -0.548
H 5.49981 -6.19539 1.18970 0.0 0.0 0.0 0.378
C 5.28704 -7.21802 -0.68384 0.0 0.0 0.0 -0.449
H 5.84810 -8.08668 -0.36578 0.0 0.0 0.0 0.374
C 4.74862 -7.16491 -1.96161 0.0 0.0 0.0 -0.494
H 4.88743 -7.99297 -2.64406 0.0 0.0 0.0 0.376
S -1.20972 1.53928 0.40890 1.7 11.1 0.2 0.006
C -2.30451 2.93233 0.77895 -10.5 5.7 2.1 0.102
N -3.06723 3.90285 1.03676 5.6 -4.5 -1.3 -0.735
```
Positions in Å, forces in eV/Å.

Computed properties:
2S+1: 1
E_LUMO (spin up / spin down) (eV): -0.10 / -0.11
Maximum force (eV Å⁻¹): 12.09
Frontier orbital gap (spin up / spin down) (Eh): 0.1741 / 0.1807
Charge: 0
Relative energy (zero: lowest compared OMol25 entry of this formula, charge and spin) (kJ/mol): 1510.2
Energy (eV): -35390.189

=====

3.
ORCA calculation (ωB97M-V/def2-TZVPD) on 6 unconnected molecules or ions with the total composition C34H32F5N at a distorted geometry.

The geometry in XYZ format:
```
72
Properties=species:S:1:pos:R:3:forces:R:3:lowdin_spin:R:1
C -2.28606 -1.39257 2.74699 0.4 -0.4 0.3 0.000
C -3.24357 -2.47064 3.30191 -1.2 1.7 0.5 0.000
C -4.02192 -1.93168 4.55690 -0.1 1.3 -0.3 0.000
C -4.42255 -0.49224 4.37593 -0.4 1.4 0.2 0.000
N -4.74134 0.62916 4.29115 0.7 -2.4 0.0 0.000
H -2.73213 -0.49282 2.32323 -0.7 -0.2 0.3 0.000
H -1.70467 -1.79137 1.91570 0.3 -0.3 0.3 0.000
H -1.64603 -1.03712 3.55452 0.4 0.0 -0.1 0.000
H -2.76093 -3.37791 3.66524 0.1 0.0 -0.6 0.000
H -3.98442 -2.61208 2.51499 0.0 -0.8 0.1 0.000
H -3.41379 -1.99005 5.45960 0.3 0.2 -0.1 0.000
H -4.94431 -2.43910 4.83944 0.0 -0.4 -0.5 0.000
F 3.46805 -3.05576 2.55640 -0.7 -0.2 -0.4 0.000
C 2.36432 -3.65650 2.05048 -1.1 -0.9 0.2 0.000
C 1.14180 -3.63519 2.74194 1.4 1.0 0.2 0.000
C 0.02398 -4.26453 2.23593 -0.2 1.1 1.2 0.000
C 0.08343 -4.89125 1.04825 0.3 -2.3 -2.7 0.000
C 1.29017 -5.03221 0.34817 0.4 1.1 1.5 0.000
C 2.41602 -4.41542 0.88331 0.7 0.3 -0.6 0.000
H 1.05868 -3.07921 3.66411 0.2 0.0 0.2 0.000
H -0.87789 -4.18161 2.82429 -0.2 -0.2 -0.2 0.000
H -0.70229 -5.48055 0.59906 -0.7 0.3 0.4 0.000
H 1.45816 -5.61873 -0.54299 -0.5 -0.1 0.0 0.000
H 3.32359 -4.54111 0.31155 0.4 0.2 0.3 0.000
F 1.81690 0.20679 -4.14882 -0.2 -0.3 -0.1 0.005
C 1.23504 -1.00008 -4.01097 -0.8 -1.0 0.9 0.027
C 1.85211 -1.94783 -3.15729 -0.4 -0.2 -0.6 0.033
C 1.25709 -3.21687 -3.01349 0.4 1.1 0.2 0.003
C 0.02168 -3.44993 -3.55865 -0.5 -0.8 -0.2 0.010
C -0.63424 -2.51916 -4.33013 0.4 2.1 -0.2 0.013
C -0.02758 -1.25571 -4.58105 0.6 -0.8 0.6 0.000
H 2.78525 -1.71473 -2.66604 0.1 0.1 -0.1 0.000
H 1.69067 -4.01991 -2.43597 0.4 0.3 0.1 0.000
H -0.44794 -4.40951 -3.40034 0.0 -0.1 0.0 0.000
H -1.64208 -2.70368 -4.67162 0.0 0.0 -0.2 0.000
H -0.50313 -0.48397 -5.16813 -0.1 0.0 -0.1 0.000
F 3.23100 5.25877 -0.11811 0.2 -0.2 -0.1 0.000
C 3.77463 5.38140 1.11384 -0.4 0.3 0.7 0.000
C 4.31956 6.59680 1.48553 0.0 0.6 -0.2 0.000
C 4.75431 6.81184 2.78268 0.3 -1.6 0.2 0.000
C 4.74338 5.72895 3.66648 -1.5 -0.5 0.5 0.000
C 4.11358 4.49631 3.32762 0.7 1.3 -1.2 0.000
C 3.63010 4.33646 2.01822 0.8 0.2 0.3 0.000
H 4.41447 7.44022 0.81767 -0.3 -0.2 -0.5 0.000
H 5.14622 7.77193 3.08440 0.0 0.0 0.0 0.000
H 5.00643 5.90424 4.69918 0.3 -0.1 0.0 0.000
H 4.03863 3.64378 3.98639 0.1 0.2 0.3 0.000
H 3.27833 3.37039 1.68753 -0.3 0.1 0.0 0.000
F 1.85504 1.59598 2.09819 -1.5 -0.9 -2.6 0.092
C 1.19089 1.04380 1.03288 0.6 -0.1 1.4 0.242
C 0.80819 -0.31746 1.14670 -0.7 -2.1 -1.2 0.132
C 0.14473 -0.94200 0.07559 0.9 0.3 2.7 0.034
C -0.11279 -0.23578 -1.05802 -0.9 -1.0 -2.0 0.245
C 0.27683 1.08393 -1.24776 1.3 1.5 1.9 0.118
C 0.88989 1.71653 -0.15853 0.1 1.1 -1.4 0.030
H 1.04949 -1.00006 1.94809 0.2 0.6 0.6 0.002
H -0.20915 -1.96041 0.13894 0.3 -0.1 0.2 -0.002
H -0.61763 -0.75648 -1.85827 -0.2 0.1 -0.2 0.006
H 0.13030 1.57632 -2.19775 0.0 0.2 0.1 0.003
H 1.19531 2.74470 -0.28506 0.1 0.2 0.2 -0.002
F -1.43699 4.16902 -3.65103 -0.5 -0.1 -0.1 0.000
C -2.42836 3.24105 -3.69446 0.1 -0.3 -0.5 0.001
C -3.00357 2.91375 -4.93190 0.4 0.2 0.4 0.001
C -3.88853 1.84398 -5.01599 0.1 -0.1 0.6 0.002
C -4.20103 1.13250 -3.87629 0.5 0.5 1.4 0.000
C -3.65295 1.52248 -2.61875 -0.4 -0.6 -1.1 0.002
C -2.75762 2.58121 -2.51073 -0.3 -0.3 -0.8 0.004
H -2.74649 3.46460 -5.82458 0.2 0.1 0.1 0.000
H -4.35125 1.47975 -5.92132 0.2 0.5 -0.4 0.000
H -4.89455 0.31077 -3.97725 0.0 -0.1 0.3 0.000
H -3.89212 0.94985 -1.73484 -0.2 0.0 0.1 0.000
H -2.34859 2.86619 -1.55267 0.1 0.1 0.0 0.000
```
Positions in Å, forces in eV/Å.

Computed properties:
⟨S²⟩: 0.765
2S+1: 2
E_LUMO (spin up / spin down) (eV): -3.77 / -8.34
Maximum force (eV Å⁻¹): 3.62
Frontier orbital gap (spin up / spin down) (Eh): 0.2689 / 0.1011
Charge: +1
Energy (eV): -50844.125

=====

4.
ORCA calculation (ωB97M-V/def2-TZVPD) on a molecular structure, C5H8N2 at a distorted geometry.

The geometry in XYZ format:
```
15
Properties=species:S:1:pos:R:3:forces:R:3:mulliken_charge:R:1
C -1.39704 -0.32420 -1.14917 0.0 0.1 0.1 -1.367
C -0.09256 -0.66889 -0.45415 0.1 0.4 0.0 0.138
C 1.09483 0.33135 -0.54618 0.5 0.0 -0.6 -0.666
N 1.25689 0.30204 0.87221 1.6 -1.5 -0.6 -0.227
C 0.01560 -0.45436 1.11682 0.8 0.5 0.0 0.091
C -0.34361 0.88446 1.64424 -2.6 0.9 1.3 0.110
N -0.49513 1.98058 2.05012 -0.3 -1.9 -0.6 -0.574
H -1.71315 0.67231 -0.83396 -0.1 0.0 -0.1 0.348
H -1.29119 -0.32944 -2.24253 0.1 0.0 0.3 0.345
H -2.19204 -1.03408 -0.89102 0.2 0.1 0.0 0.333
H 0.24676 -1.66671 -0.79809 -0.2 0.4 0.8 0.393
H 0.80149 1.31460 -0.93945 0.2 0.0 0.0 0.268
H 2.00432 -0.03759 -1.00122 0.0 0.0 -0.9 0.315
H 2.02788 0.44180 1.48873 0.3 0.0 0.0 0.191
H 0.07696 -1.41188 1.68364 -0.5 1.1 0.2 0.302
```
Positions in Å, forces in eV/Å.

Computed properties:
2S+1: 1
E_LUMO (eV): 0.81
Maximum force (eV Å⁻¹): 3.08
Frontier orbital gap (Eh): 0.3301
Charge: 0
Relative energy (zero: lowest compared OMol25 entry of this formula, charge and spin) (kJ/mol): 328.0
Energy (eV): -8291.597